Molecular formula: C3H8BFO3S
Method: DFT, ωB97M-V/def2-TZVPD

## Properties
Frontier orbital gap in eV: 11.31
2S+1: 1
E_tot in a.u.: -867.7535
SMILES: CCCOBS(=O)(=O)F

Structure (XYZ):
```
17
Properties=species:S:1:pos:R:3:forces:R:3
C -2.204 0.561 -0.745 0.06 -0.01 -0.02
C -1.747 0.307 0.700 0.04 -0.02 -0.13
C -0.245 0.212 0.859 -0.16 -0.10 0.01
O 0.180 -1.115 0.437 0.14 0.32 -0.23
B 1.329 -1.385 -0.152 -0.21 -0.34 0.10
S 2.674 -0.062 -0.379 -0.04 0.10 -0.07
O 2.587 0.428 -1.718 0.02 0.02 0.06
O 2.809 0.826 0.728 0.03 -0.02 -0.02
F 3.953 -0.994 -0.334 0.03 0.00 -0.02
H -2.579 -0.346 -1.218 0.02 0.02 0.00
H -1.383 0.933 -1.362 -0.01 0.01 0.03
H -2.992 1.312 -0.781 -0.04 -0.09 -0.01
H -2.177 -0.627 1.068 -0.06 0.13 0.16
H -2.089 1.114 1.351 -0.01 -0.04 0.01
H 0.064 0.337 1.896 0.03 -0.04 -0.03
H 0.249 0.959 0.237 0.05 0.04 0.12
H 1.570 -2.460 -0.587 0.09 0.02 0.04
```
Positions in Å, forces in eV/Å.



Molecular formula: C15H31AgBrN2O14P4
Method: DFT, ωB97M-V/def2-TZVPD

## Properties
ΔE to the lowest compared entry with this formula, charge and spin in kcal per mole: 14.0
Frontier orbital gap in eV: 8.33
2S+1: 1
E_tot in a.u.: -5840.0259
Net charge: -1

Structure (XYZ):
```
68
Properties=species:S:1:pos:R:3:forces:R:3
Ag 0.549 0.860 0.258 0.41 -1.12 -0.35
O -1.349 2.674 0.718 -0.03 0.30 0.45
P -0.153 3.078 1.785 -0.78 0.38 0.33
O -0.596 4.233 2.577 0.00 0.04 0.00
O 1.129 3.009 1.028 -0.07 -0.25 -0.13
O -0.279 1.683 2.716 0.73 0.32 0.07
P 0.885 1.201 3.713 0.04 -0.14 0.39
O 0.026 0.308 4.714 -0.23 -0.45 -0.23
O 1.675 2.234 4.377 -0.06 0.15 -0.02
O 1.725 0.118 2.934 0.86 0.07 -0.17
H -2.168 2.996 1.124 0.12 -0.10 -0.12
H -0.372 -0.434 4.216 0.07 0.27 0.19
Br -4.497 2.420 -6.556 0.01 0.00 0.04
C -3.821 2.522 -4.779 -0.04 -0.03 -0.08
C -4.644 2.995 -3.771 -0.01 -0.02 -0.01
C -4.146 3.062 -2.478 -0.04 0.01 -0.04
C -2.852 2.651 -2.200 0.10 -0.09 0.09
C -2.042 2.185 -3.225 -0.09 -0.03 -0.19
C -2.523 2.122 -4.530 0.01 0.06 0.08
C -0.647 1.712 -2.944 -0.12 -0.17 0.09
O 0.210 2.144 -3.831 0.47 0.10 0.08
O -0.407 0.970 -2.003 0.03 0.31 -0.33
H -5.656 3.302 -3.997 0.00 0.01 0.01
H -4.782 3.435 -1.685 0.02 0.01 0.01
H -2.445 2.695 -1.198 -0.01 -0.03 -0.02
H -1.888 1.760 -5.326 0.01 0.04 -0.02
N 2.487 1.046 -3.190 -0.16 0.31 0.03
C 3.002 1.931 -2.111 0.17 -0.49 0.27
P 3.688 0.759 -0.856 0.01 0.40 0.00
O 4.951 0.135 -1.343 0.23 0.08 0.01
O 2.510 -0.171 -0.615 -0.18 0.10 0.27
C 4.003 1.806 0.632 -0.23 -0.31 -0.17
N 4.123 0.919 1.801 -0.10 -0.30 0.46
H 1.200 1.799 -3.652 -0.42 -0.51 -0.05
H 2.127 0.216 -2.704 -0.10 0.14 -0.13
H 3.265 0.715 -3.750 0.00 0.09 -0.04
H 2.165 2.476 -1.667 0.03 0.08 -0.03
H 3.729 2.637 -2.507 0.01 0.00 -0.03
H 3.171 2.497 0.782 0.05 -0.08 0.02
H 4.916 2.377 0.442 0.03 -0.03 -0.03
H 4.676 0.103 1.560 0.17 0.09 0.10
H 2.720 0.333 2.748 -1.30 0.22 -0.54
H 4.545 1.386 2.594 0.20 0.09 -0.12
C -3.192 -3.100 -0.341 0.20 0.05 0.05
C -2.035 -2.137 -0.542 -0.25 0.05 -0.08
O -0.891 -2.629 0.148 0.21 0.19 0.16
P -0.089 -1.618 1.180 -0.27 -0.51 0.00
O -0.948 -1.816 2.567 0.23 0.35 -0.11
C -1.090 -3.118 3.163 -0.10 -0.03 0.01
C -2.243 -3.071 4.144 0.08 0.09 -0.17
O 1.083 -2.648 1.545 0.11 0.07 0.14
C 2.138 -3.035 0.648 0.05 -0.17 -0.17
C 1.874 -4.433 0.113 -0.07 0.17 0.17
H -4.054 -2.790 -0.933 -0.02 0.00 0.03
H -3.475 -3.141 0.712 -0.04 0.02 -0.01
H -2.891 -4.102 -0.650 -0.05 -0.01 -0.03
H -2.303 -1.138 -0.179 0.03 0.02 -0.07
H -1.790 -2.054 -1.604 0.04 0.06 0.04
H -0.160 -3.381 3.668 0.04 0.03 -0.04
H -1.267 -3.851 2.375 -0.01 -0.02 0.00
H -2.037 -2.356 4.940 -0.04 -0.02 0.04
H -2.393 -4.058 4.582 0.00 0.01 0.05
H -3.162 -2.770 3.639 0.00 -0.01 0.02
H 3.055 -3.014 1.239 -0.03 0.06 -0.04
H 2.240 -2.312 -0.157 0.01 0.14 0.00
H 1.841 -5.157 0.930 0.00 -0.02 -0.04
H 2.664 -4.720 -0.583 0.01 0.00 0.01
H 0.916 -4.449 -0.404 0.01 -0.05 -0.05
```
Positions in Å, forces in eV/Å.



Molecular formula: C20H21ClN2O5
Method: DFT, ωB97M-V/def2-TZVPD

## Properties
ΔE to the lowest compared entry with this formula, charge and spin in kcal per mole: 422.4
Frontier orbital gap in eV: 8.94
2S+1: 1
E_tot in a.u.: -1720.0108

Structure (XYZ):
```
49
Properties=species:S:1:pos:R:3:forces:R:3
C -3.819 -0.090 3.079 1.19 9.35 -7.33
H -4.569 0.569 2.393 1.01 -1.70 1.50
H -4.273 -0.366 3.823 -5.00 -3.13 8.01
H -3.581 -0.849 2.457 1.69 -2.32 -1.71
C -2.746 0.968 3.449 4.83 -9.57 -3.78
C -1.612 -0.059 4.312 0.10 3.30 0.60
H -2.092 -0.596 5.271 1.33 1.38 -2.28
H -0.686 0.699 4.514 -2.18 -1.83 0.39
H -1.146 -0.727 3.594 -0.48 -0.57 0.02
C -1.984 1.405 2.167 4.72 0.88 6.81
H -2.420 2.056 1.663 -4.73 6.51 -3.62
H -0.898 2.085 2.468 -2.67 -2.26 -0.51
O -1.728 0.481 1.294 4.10 -7.09 -1.52
C -2.042 0.340 0.027 -7.37 8.13 1.34
O -2.950 1.310 -0.340 4.68 -5.29 -0.14
N -1.675 -0.767 -0.558 -8.04 8.42 -8.28
H -1.145 -1.342 -0.244 8.18 -8.75 5.28
C -1.978 -0.825 -2.003 -1.10 0.04 -3.79
C -0.618 -0.916 -3.047 -2.72 2.83 7.10
C -0.830 -1.401 -4.321 -13.13 6.06 -4.00
C 0.194 -1.872 -4.711 11.30 -9.39 -5.46
H 0.602 -2.497 -5.564 -1.32 1.56 0.19
C 1.171 -2.072 -3.510 -0.39 2.76 -2.62
H 1.866 -2.962 -3.306 -1.05 1.72 -0.58
O 0.262 -1.810 -2.568 -2.10 -5.06 7.11
C 1.626 -0.582 -3.448 1.97 2.40 3.25
C 2.384 -0.499 -2.113 11.87 -3.94 -2.16
O 3.768 -1.033 -2.162 -8.03 2.80 0.59
N 1.943 0.174 -1.077 -4.65 -0.02 -3.76
C 0.685 0.725 -1.592 1.27 2.64 1.12
O 0.213 1.664 -1.039 -1.13 0.51 0.91
C 0.370 0.352 -2.951 1.05 -7.00 -1.29
H 0.095 0.979 -3.665 -0.99 3.77 -2.28
C 2.412 0.553 0.134 6.00 0.12 -0.39
C 1.687 0.463 1.273 -1.26 -0.66 -1.60
C 2.479 0.650 2.360 -10.06 0.37 7.20
C 3.638 1.173 2.470 4.83 -1.63 4.54
C 4.472 0.822 1.478 -2.44 2.25 -4.51
C 3.923 0.820 0.176 -2.70 -1.83 2.20
H 4.649 0.813 -0.631 -0.87 -0.19 -0.36
H 5.396 1.147 1.489 5.12 0.73 0.42
Cl 4.481 1.134 4.258 -1.27 0.49 -2.38
H 1.691 0.661 3.458 2.75 -0.20 -3.15
H 0.574 0.215 1.249 1.86 0.31 0.41
H 2.228 -0.145 -4.218 0.43 0.13 -0.37
H -1.861 -1.019 -5.054 3.36 -1.37 2.42
H -2.722 -1.681 -2.305 1.83 1.01 0.94
H -2.644 0.090 -2.424 1.97 -1.66 1.79
H -2.788 1.756 3.993 -1.76 4.98 3.75
```
Positions in Å, forces in eV/Å.



Molecular formula: C3H7NO2
Method: DFT, ωB97M-V/def2-TZVPD

## Properties
ΔE to the lowest compared entry with this formula, charge and spin in kcal per mole: 65.8
Frontier orbital gap in eV: 9.86
2S+1: 1
E_tot in a.u.: -323.6761
SMILES: CNC(=O)CO

Structure (XYZ):
```
13
Properties=species:S:1:pos:R:3:forces:R:3
C 2.127 0.047 -0.148 -0.13 0.04 0.03
N 0.791 0.386 -0.689 -0.83 -0.35 0.28
C -0.296 0.351 0.228 0.20 -1.41 1.96
O -0.005 0.458 1.403 1.52 1.12 0.90
C -1.832 -0.210 0.488 0.44 0.26 -0.66
O -2.394 -0.949 -0.536 -0.40 0.20 -0.73
H 2.827 0.894 -0.084 -0.42 -0.06 -0.07
H 1.975 -0.335 0.862 0.12 0.09 -0.18
H 2.607 -0.740 -0.751 -0.31 0.26 0.01
H 0.785 0.646 -1.668 -0.71 -0.31 0.37
H -2.407 0.684 0.796 0.20 -0.24 -0.40
H -1.836 -0.883 1.380 0.75 0.68 -0.89
H -2.341 -0.349 -1.281 -0.42 -0.28 -0.62
```
Positions in Å, forces in eV/Å.